13
Properties=species:S:1:pos:R:3:forces:R:3:nbo_charge:R:1 method="wB97M-V/def2-TZVPD" smiles="O=C1CC[C@H]2S[C@H]12" de_lowest_kcal_mol=127.29 total_charge=0 orbital_gap_ev=9.259
O 1.979 0.006 -1.641 -4.27 1.37 6.25 -0.5426
C 1.196 0.242 -0.600 2.94 0.40 -4.33 0.5450
C 0.550 -0.856 0.352 3.17 -3.81 0.88 -0.5295
C -0.914 -0.566 0.606 -1.58 -2.97 -1.37 -0.4107
C -0.914 0.560 -0.349 1.36 0.39 -4.38 -0.2748
S -1.270 2.272 -1.023 1.77 -2.22 1.34 0.2223
C 0.297 1.511 -0.198 -1.22 -1.68 1.22 -0.3975
H 1.015 -1.182 1.391 -0.13 1.22 -2.15 0.2552
H 0.759 -1.784 -0.301 -0.72 1.10 1.07 0.2556
H -1.070 -0.267 1.551 -0.45 1.12 3.60 0.2030
H -1.620 -1.592 0.530 1.69 2.99 -0.58 0.2297
H -0.434 -0.148 -1.222 -2.43 2.18 0.23 0.2167
H 0.427 1.803 0.904 -0.12 -0.09 -1.78 0.2276

71
Properties=species:S:1:pos:R:3:forces:R:3:nbo_charge:R:1 method="wB97M-V/def2-TZVPD" de_lowest_kcal_mol=684.68 total_charge=0 orbital_gap_ev=6.360
C -2.374 4.651 1.650 3.80 7.66 -10.26 -0.7014
H -2.002 4.313 0.558 -0.21 0.30 2.51 0.2281
H -3.299 4.963 1.373 -3.01 1.14 -0.18 0.2534
H -1.717 5.583 1.901 -1.10 -1.21 -0.58 0.2421
C -2.310 3.843 2.619 0.08 -13.93 12.88 -0.0996
N -0.992 3.386 3.238 -0.58 1.84 -2.55 -0.5171
C -0.183 2.882 2.287 8.22 1.23 -7.78 -0.1900
H 1.070 2.841 2.539 -3.56 -0.28 0.30 0.2167
H 0.142 3.705 1.366 -1.57 -1.45 2.24 0.1707
C -0.440 1.559 1.420 11.67 0.83 10.15 -0.3869
H -1.168 1.544 0.953 -13.25 0.03 -7.10 0.1662
H -0.419 0.806 2.254 -0.44 0.00 -1.43 0.2178
C 0.620 1.266 0.407 -2.83 -15.18 12.00 -0.1682
C 0.240 -0.169 -0.364 0.45 7.62 -3.63 -0.0983
C 0.090 0.185 -1.794 -2.23 -8.15 5.68 0.4539
C -0.502 -0.981 -2.454 1.96 7.06 -7.63 -0.2474
C -0.783 -2.162 -2.011 0.71 -6.01 4.03 0.3981
C -0.515 -2.400 -0.571 -1.74 0.28 -6.98 -0.3666
C 0.036 -1.412 0.058 -0.28 1.22 6.84 0.3610
O 0.090 -1.561 1.599 0.85 8.84 -6.60 -0.5361
C 0.091 -2.657 2.112 -1.63 -12.52 6.74 -0.1994
H 0.289 -2.697 3.345 -0.04 0.75 -3.10 0.1899
H 0.788 -3.552 1.714 -1.01 2.00 0.46 0.1451
H -1.038 -3.263 2.188 2.29 1.40 -0.64 0.0990
H -0.328 -3.335 -0.319 -0.06 -4.30 1.70 0.2386
O -0.969 -3.269 -2.922 0.15 5.39 1.18 -0.5044
C -1.300 -4.402 -2.353 2.15 -8.31 1.10 -0.2773
H -1.300 -5.238 -3.248 -1.21 2.14 2.03 0.2145
H -2.053 -4.572 -1.492 0.47 1.02 -1.89 0.2074
H -0.336 -4.955 -1.875 -1.49 1.45 -0.33 0.1479
C -0.512 -0.699 -4.002 -0.10 4.68 1.13 0.1944
C -0.215 0.685 -4.472 -1.51 -9.48 1.87 -0.3697
C 0.225 1.568 -3.592 2.04 11.51 0.64 0.6824
O 0.476 2.837 -3.913 -0.83 -6.03 1.51 -0.5961
O 0.262 1.371 -2.211 0.51 1.43 -2.51 -0.4361
H -0.298 0.659 -5.490 0.08 1.43 -2.40 0.2498
C -1.110 -1.536 -5.012 -9.01 -0.43 8.46 -0.0864
C -0.596 -2.348 -5.801 11.13 2.51 -5.19 -0.1896
C -0.991 -3.089 -6.805 -3.51 -4.46 -2.23 -0.2182
C -2.283 -3.501 -6.566 -3.20 0.97 -1.17 -0.1780
C -3.302 -2.924 -5.696 10.46 2.82 4.35 -0.2099
C -2.603 -2.116 -4.560 0.76 0.66 -6.71 -0.1229
H -3.170 -1.490 -3.910 -0.46 0.05 0.75 0.1921
H -4.272 -3.006 -5.563 -4.55 -1.25 -0.12 0.2084
H -2.678 -4.044 -7.360 -0.93 -1.39 -1.22 0.1937
H -0.508 -3.483 -7.766 -0.16 0.84 2.08 0.2455
H 0.461 -1.881 -6.073 -0.98 -1.24 0.78 0.1795
C 1.841 0.722 1.013 8.76 0.51 -1.88 -0.0331
C 3.253 0.671 0.215 -5.99 1.30 1.45 -0.1991
C 4.453 0.278 0.881 -5.15 4.62 -13.84 -0.3073
C 4.553 -0.066 2.017 -1.55 -2.95 14.69 0.1976
C 3.439 -0.049 2.853 -3.11 0.44 -3.03 0.2313
C 2.183 0.274 2.243 -3.70 -0.19 6.56 -0.1520
H 1.158 0.281 3.114 3.37 -0.23 -2.39 0.1689
O 3.600 -0.516 4.112 2.96 -1.45 0.32 -0.4750
C 5.075 -0.900 4.156 -0.03 10.25 -1.52 0.2478
O 5.605 -0.367 2.758 2.02 -2.81 3.04 -0.4905
H 5.671 -0.020 4.878 -1.95 -2.96 -1.66 0.1752
H 5.402 -1.821 4.363 0.33 -3.86 0.46 0.1714
H 5.018 0.073 0.104 4.40 -0.59 -2.96 0.2357
H 2.999 1.051 -0.846 1.76 -0.94 1.49 0.2135
H 0.807 1.842 -0.195 3.16 11.05 -11.26 0.1776
C -0.872 2.544 4.298 -5.68 -1.83 6.85 -0.1823
C -1.176 3.383 5.802 -2.85 4.45 -10.52 -0.5758
H -0.550 4.248 5.630 0.48 -0.01 0.87 0.2082
H -2.237 3.786 5.627 1.32 -0.67 0.88 0.1834
H -1.096 2.799 6.530 0.94 -4.57 6.36 0.1783
H -1.652 1.530 4.347 1.62 2.57 -0.55 0.1445
H 0.031 2.129 4.610 2.08 -0.39 -0.98 0.2207
H -3.002 2.414 2.504 1.41 3.04 -0.57 0.0215
H -2.812 3.811 3.601 -0.91 1.78 -0.92 0.2428

87
Properties=species:S:1:pos:R:3:forces:R:3:mulliken_charge:R:1 method="wB97M-V/def2-TZVPD" total_charge=+4 orbital_gap_ev="3.891 / 5.042"
C -1.154 6.481 -5.574 0.24 -0.34 0.22 -0.3534
C -1.437 5.200 -6.085 0.20 0.31 -0.93 1.1723
C -1.620 5.049 -7.475 0.11 0.00 0.18 -0.3871
C -1.378 6.154 -8.300 -0.25 -0.47 0.76 -0.4460
N -1.056 7.333 -7.787 0.30 0.68 -0.49 -0.4736
C -0.949 7.528 -6.479 -0.44 -0.88 0.13 -0.3974
C -1.467 4.026 -5.213 0.85 0.67 1.34 -0.5841
C -0.873 3.265 -4.354 2.90 2.11 0.26 -0.1321
C -0.159 2.392 -3.521 -0.97 0.77 -1.26 -0.3318
C 0.493 2.667 -2.281 -0.06 0.43 1.36 -1.5221
C 1.022 1.690 -1.504 -0.46 0.54 0.14 -1.1756
C 0.727 0.247 -1.720 0.56 -0.06 -0.64 1.8635
C 0.188 0.031 -3.065 -1.21 0.25 -1.20 0.1560
C -0.123 1.033 -3.928 0.83 -1.88 -0.02 -1.3477
Pb -2.563 2.134 -5.139 -3.46 -1.37 -0.86 0.9440
P 2.256 -0.856 -1.668 0.47 -0.25 0.83 0.9556
H -1.922 4.097 -7.924 0.21 0.25 0.17 0.2744
H -1.082 6.658 -4.502 0.09 -0.08 -0.23 0.4090
H -1.456 6.055 -9.386 0.02 0.19 0.33 0.3789
H -0.697 8.525 -6.112 -0.10 -0.22 -0.25 0.3915
H -0.313 0.781 -4.983 0.03 0.01 0.44 1.7949
H 0.568 3.711 -1.982 0.21 -0.21 0.01 0.6076
H -0.016 -0.980 -3.395 0.50 0.22 0.06 -0.8404
H 1.561 1.931 -0.588 -0.15 0.22 -0.35 0.7899
C 1.969 -2.318 -0.637 -0.42 -0.01 0.10 -0.5761
C 2.939 -3.469 -0.880 0.32 -0.35 -0.16 -1.4349
H 0.936 -2.647 -0.806 0.18 0.03 0.11 0.3312
H 2.019 -1.981 0.408 -0.08 0.06 -0.27 0.5024
H 2.985 -4.090 0.023 0.01 0.11 -0.27 0.3630
H 2.588 -4.107 -1.701 0.23 0.18 0.17 0.3588
H 3.959 -3.123 -1.101 -0.30 -0.26 0.09 0.3884
C 2.806 -1.381 -3.321 -0.22 -0.04 -0.13 -0.2757
C 3.417 -0.256 -4.159 0.19 0.30 -0.29 -1.3592
H 1.946 -1.830 -3.845 0.25 0.08 0.30 0.1585
H 3.532 -2.196 -3.180 -0.22 0.22 0.13 0.6299
H 3.357 -0.521 -5.221 0.10 0.03 0.25 0.4105
H 2.894 0.701 -4.040 0.09 -0.17 0.01 0.2889
H 4.478 -0.103 -3.921 -0.32 -0.01 -0.01 0.3602
C 3.502 0.143 -0.841 -0.01 0.31 -0.20 -0.5752
C 4.812 -0.594 -0.587 0.35 -0.08 0.13 -1.4528
H 3.047 0.476 0.104 0.08 -0.08 -0.17 0.3640
H 3.654 1.042 -1.457 0.06 -0.17 0.13 0.4885
H 5.540 0.115 -0.179 -0.10 -0.18 -0.10 0.4268
H 4.682 -1.396 0.149 0.09 0.16 -0.21 0.3797
H 5.239 -1.012 -1.509 -0.08 0.09 0.26 0.3781
Br -0.497 -0.337 -0.226 -0.06 0.17 -0.22 -0.0409
P -2.856 -2.634 -3.971 1.83 1.40 1.78 0.2253
C -1.048 -3.017 -3.954 0.16 -0.70 -0.69 0.7068
C -0.702 -4.494 -4.158 0.12 -0.45 -0.03 -1.4585
H -0.654 -2.699 -2.976 -0.44 0.03 -0.24 -0.6762
H -0.574 -2.414 -4.744 -0.25 -0.16 0.06 0.4771
H 0.371 -4.606 -4.363 -0.32 0.03 0.05 0.3921
H -0.928 -5.082 -3.260 -0.02 0.10 -0.21 0.3794
H -1.254 -4.929 -4.999 0.21 0.06 0.14 0.4193
C -3.197 -2.355 -2.183 -0.67 -0.51 0.17 -0.0447
C -4.381 -3.218 -1.717 -0.40 -0.10 0.19 -1.3668
H -3.396 -1.287 -2.017 0.03 -0.16 -0.23 0.3770
H -2.300 -2.617 -1.604 -0.10 -0.03 -0.43 0.0996
H -4.386 -3.322 -0.626 0.01 0.08 -0.30 0.3839
H -5.334 -2.768 -2.017 0.16 -0.15 0.05 0.3853
H -4.332 -4.224 -2.151 -0.03 0.17 0.22 0.3792
C -2.984 -1.028 -4.826 -0.78 -0.44 -0.17 1.0745
C -3.163 -1.257 -6.324 0.11 -0.08 -0.48 -1.3880
H -2.055 -0.488 -4.583 -0.26 -0.39 0.19 -1.1375
H -3.844 -0.501 -4.386 0.19 -0.19 -0.07 0.6524
H -3.544 -0.372 -6.846 0.02 -0.15 0.11 0.4233
H -2.212 -1.533 -6.793 -0.17 -0.02 0.01 0.3820
H -3.871 -2.076 -6.498 0.07 0.32 -0.15 0.4178
C -2.152 1.188 3.741 -0.70 0.10 -0.04 -0.9065
N -0.738 1.067 4.009 0.53 -0.05 0.13 0.3094
C 0.262 1.646 3.250 0.01 -1.57 2.02 -0.2239
Se 0.034 2.826 1.891 0.27 -0.06 -0.01 0.0752
N 1.426 1.191 3.839 -0.05 0.17 -0.23 0.0816
C 1.172 0.408 4.963 0.61 0.62 -0.75 0.4339
C 2.011 -0.184 5.897 0.18 -0.38 0.41 -0.7941
C 1.402 -0.852 6.963 0.72 0.36 -0.62 -0.5145
C 0.001 -0.914 7.088 -1.11 0.52 -0.86 -0.6647
C -0.837 -0.321 6.130 0.22 -0.55 0.69 -0.6532
C -0.208 0.327 5.072 -0.90 0.85 -0.98 0.9305
H -2.676 1.406 4.680 0.08 0.04 -0.31 0.3598
H -2.549 0.251 3.323 0.19 0.23 0.16 0.3507
H -2.308 1.997 3.019 -0.03 -0.23 0.34 0.2909
H 2.342 1.458 3.500 -0.15 0.06 0.20 0.2598
H 3.085 -0.107 5.757 -0.11 -0.14 0.34 0.4276
H 2.010 -1.336 7.725 -0.05 0.17 -0.22 0.4337
H -0.433 -1.424 7.944 0.04 0.11 -0.17 0.4372
H -1.923 -0.330 6.175 0.24 -0.18 0.27 0.4027

103
Properties=species:S:1:pos:R:3:forces:R:3:mulliken_charge:R:1 method="wB97M-V/def2-TZVPD" de_lowest_kcal_mol=4.57 total_charge=-1 orbital_gap_ev=6.192
Au -0.876 -1.075 0.138 1.00 0.15 0.27 5.1000
C 2.724 -0.752 2.406 -0.79 0.09 -0.47 -1.4392
Si 1.221 -0.518 3.526 -0.52 0.01 1.20 0.9484
C 1.585 -1.748 4.901 0.36 0.23 -0.03 -1.3544
C 1.195 1.317 3.795 0.37 0.06 0.12 -0.9047
Si 1.231 -1.825 0.397 -0.29 -0.19 -0.68 -1.8547
Si 2.899 -1.098 -1.116 -0.05 0.08 0.04 1.3381
C 2.632 0.736 -1.436 0.04 -0.02 0.00 -0.6906
C 2.796 -2.134 -2.683 -0.01 -0.10 0.07 -1.1867
C 4.673 -1.328 -0.498 -0.04 0.06 -0.01 -1.3107
Si 1.545 -4.110 0.847 0.14 0.16 0.20 0.6961
C 3.345 -4.646 1.015 -0.05 -0.01 -0.06 -1.2436
C 0.615 -4.667 2.373 0.03 -0.05 -0.03 -0.8834
C 0.801 -4.894 -0.687 -0.05 0.06 0.01 -1.0607
H 3.478 -0.604 3.184 0.21 -0.03 -0.08 0.5871
H 2.827 0.023 1.650 0.13 0.19 0.05 0.1985
H 2.935 -1.720 1.945 0.15 -0.18 0.15 0.1440
H 2.034 -1.255 5.765 0.00 0.03 0.06 0.4158
H 2.295 -2.500 4.552 0.02 -0.06 0.00 0.3653
H 0.685 -2.248 5.242 -0.12 -0.02 0.03 0.3120
H 2.191 1.756 3.867 0.02 0.06 0.05 0.4805
H 0.604 1.597 4.667 0.01 -0.03 -0.03 0.3502
H 0.717 1.727 2.903 -0.04 0.09 -0.09 -0.1348
H 1.589 1.023 -1.312 -0.08 -0.04 0.00 -0.2951
H 2.930 0.998 -2.454 0.04 0.03 -0.03 0.4469
H 3.231 1.333 -0.743 0.03 0.03 0.01 0.4278
H 1.788 -2.443 -2.950 -0.09 0.06 -0.01 0.1916
H 3.409 -3.030 -2.558 0.02 -0.03 -0.04 0.3142
H 3.198 -1.559 -3.520 0.03 0.00 -0.03 0.4126
H 4.982 -0.546 0.195 -0.01 0.06 0.03 0.3349
H 5.331 -1.287 -1.370 0.08 0.03 0.01 0.4037
H 4.831 -2.287 -0.009 -0.01 -0.12 0.00 0.2726
H 3.857 -4.107 1.814 0.02 0.03 0.08 0.3274
H 3.894 -4.469 0.091 0.04 0.00 -0.07 0.2472
H 3.404 -5.712 1.243 0.00 -0.06 0.01 0.4258
H 1.207 -4.519 3.278 0.05 -0.01 0.04 0.2888
H 0.380 -5.731 2.287 0.01 -0.02 0.07 0.4381
H -0.318 -4.120 2.496 -0.15 0.07 -0.04 0.0499
H 1.288 -4.555 -1.601 0.08 -0.01 -0.05 0.2881
H -0.258 -4.647 -0.771 -0.08 0.00 0.03 0.2033
H 0.904 -5.979 -0.619 -0.02 -0.04 -0.04 0.4507
C 2.204 4.686 -5.729 0.02 0.01 -0.02 -1.5806
C 1.532 3.418 -5.278 -0.04 0.05 0.03 0.9677
C 0.681 3.416 -4.177 0.00 -0.08 0.01 -0.5874
C 0.045 2.256 -3.766 0.14 -0.01 -0.02 -0.0369
C 0.265 1.086 -4.477 -0.08 0.02 -0.06 -0.3756
C 1.104 1.059 -5.580 0.02 0.07 0.06 -0.4832
C 1.736 2.228 -5.970 0.02 -0.05 -0.01 -0.6797
S -0.498 -0.401 -3.912 0.12 0.10 -0.03 1.2065
O -0.267 -1.410 -4.918 -0.06 0.09 0.01 -0.8531
O -0.041 -0.632 -2.569 0.08 -0.14 0.06 -0.3535
N -2.076 -0.002 -3.807 -0.02 -0.37 -0.29 -0.1452
C -2.870 -0.492 -2.665 0.05 0.30 0.13 -0.0427
C -3.081 -2.002 -2.629 0.02 -0.12 0.01 -0.1382
C -3.439 -2.532 -1.235 0.01 -0.07 -0.14 0.0150
O -4.542 -3.014 -1.020 -0.19 0.01 -0.01 -0.7585
O -2.488 -2.500 -0.360 -0.26 0.10 0.17 -0.9415
H 2.018 5.499 -5.030 0.00 0.01 0.02 0.3315
H 1.836 4.996 -6.709 0.00 -0.01 0.00 0.3378
H 3.284 4.549 -5.814 0.01 0.00 0.00 0.3533
H 0.502 4.335 -3.633 -0.02 0.05 0.03 0.3067
H -0.626 2.272 -2.916 -0.01 -0.01 -0.04 -0.1243
H 1.255 0.132 -6.111 -0.01 -0.06 -0.05 0.5306
H 2.397 2.217 -6.829 0.02 0.00 -0.04 0.3833
H -2.509 -0.159 -4.709 -0.09 0.08 0.01 0.3368
H -3.814 0.050 -2.721 0.01 -0.06 0.05 0.6641
H -2.378 -0.122 -1.767 -0.02 -0.04 -0.03 -0.8158
H -2.160 -2.507 -2.935 -0.02 0.04 0.04 0.1875
H -3.880 -2.292 -3.314 0.04 -0.01 -0.01 0.3712
O -2.336 -2.589 2.277 0.06 -0.04 -0.06 -0.4724
C -3.177 -1.680 2.798 0.01 0.02 -0.05 0.9188
C -4.503 -1.616 2.359 0.00 0.07 0.06 -0.7808
C -5.391 -0.747 2.960 -0.03 -0.04 -0.07 -0.6337
C -4.989 0.060 4.020 0.03 0.04 0.03 -0.6881
C -3.672 0.017 4.431 -0.01 0.08 0.05 -1.0657
C -2.742 -0.815 3.808 0.00 0.05 0.10 0.5871
C -1.321 -0.626 4.222 -0.48 -0.02 -0.10 0.3223
O -1.002 -0.250 5.329 0.07 0.00 0.19 -0.6307
O -0.441 -0.798 3.242 0.50 -0.37 -0.77 -0.0936
H -2.592 -2.760 1.333 0.03 -0.10 -0.08 0.2554
H -4.808 -2.253 1.538 -0.01 -0.05 -0.06 0.5201
H -6.411 -0.704 2.601 -0.01 0.00 0.00 0.4203
H -5.690 0.731 4.497 -0.02 0.02 0.02 0.4215
H -3.320 0.654 5.232 0.00 0.01 -0.01 0.4575
C 1.284 4.844 -0.125 0.00 0.06 0.00 -1.2971
C -0.186 4.574 -0.351 -0.03 0.11 -0.07 -0.3214
O -0.398 3.181 -0.182 0.02 -0.11 0.07 0.3984
P -1.902 2.566 -0.131 0.08 -0.08 -0.12 -1.4093
O -1.664 1.115 0.121 -0.37 -0.20 0.00 -1.1798
Te -3.173 3.302 -1.971 -0.10 0.08 0.10 -0.4990
O -2.535 3.262 1.176 -0.04 0.15 -0.03 -0.2011
C -1.960 2.972 2.451 0.07 -0.11 0.08 1.1027
C -2.804 3.643 3.509 0.05 0.00 0.02 -1.6837
H 1.495 5.911 -0.222 0.00 0.02 -0.01 0.3826
H 1.888 4.302 -0.853 0.01 -0.03 -0.04 0.2248
H 1.586 4.520 0.871 -0.01 0.00 0.04 0.2988
H -0.501 4.861 -1.360 0.01 0.03 0.04 0.2727
H -0.812 5.133 0.353 0.04 0.01 0.01 0.3272
H -0.930 3.345 2.473 -0.02 -0.01 0.03 0.1026
H -1.931 1.887 2.593 -0.01 0.02 0.01 -0.3422
H -2.777 4.727 3.398 -0.01 0.02 -0.02 0.4450
H -2.435 3.384 4.503 0.02 0.00 0.01 0.3551
H -3.838 3.314 3.427 -0.05 -0.05 0.00 0.3096